Entry 1:
DFT (ωB97M-V/def2-TZVPD) results for a molecular structure, C30H24N7O3PdSe.

The geometry in XYZ format:
```
66
Properties=species:S:1:pos:R:3:forces:R:3:nbo_charge:R:1
Pd -0.776 -0.206 0.011 -0.4 0.2 -0.2 0.46
O 5.578 -2.262 -3.140 0.0 0.0 0.0 -0.75
C 5.345 -1.080 -2.830 0.0 0.0 -0.1 0.73
O 6.051 -0.059 -2.921 0.0 0.0 0.0 -0.75
C 3.932 -0.835 -2.236 0.0 0.0 0.0 -0.07
C 3.017 -1.864 -2.093 0.1 0.0 0.0 -0.21
C 1.776 -1.598 -1.529 0.0 0.0 0.0 0.15
N 1.407 -0.383 -1.114 0.1 0.0 0.0 -0.44
C 2.277 0.623 -1.276 0.1 0.0 0.0 0.10
C 3.541 0.426 -1.821 0.0 0.0 0.0 -0.17
C 1.835 1.994 -0.875 0.0 0.1 0.0 0.26
C 2.535 3.135 -1.279 0.0 0.0 0.0 -0.25
C 2.062 4.378 -0.904 0.0 0.0 0.0 -0.18
C 0.900 4.466 -0.150 0.0 0.0 0.0 -0.26
C 0.265 3.286 0.196 0.0 0.0 0.0 0.04
N 0.725 2.089 -0.149 0.2 0.0 0.1 -0.47
C 0.797 -2.704 -1.351 -0.1 0.0 0.0 0.19
C 0.742 -3.753 -2.271 0.0 0.0 0.0 -0.22
C -0.151 -4.784 -2.059 0.0 0.0 0.0 -0.16
C -0.967 -4.744 -0.936 0.0 0.0 0.0 -0.28
C -0.860 -3.653 -0.093 0.0 0.0 0.0 0.05
N -0.009 -2.650 -0.290 0.1 -0.1 0.1 -0.44
H 3.320 -2.856 -2.400 0.0 0.0 0.0 0.25
H 4.269 1.217 -1.935 0.0 0.0 0.0 0.23
H 3.422 3.056 -1.889 0.0 0.0 0.0 0.23
H 2.590 5.273 -1.209 0.0 0.0 0.0 0.21
H 0.491 5.421 0.153 0.0 0.0 0.0 0.21
H -0.668 3.281 0.753 0.0 0.0 0.0 0.21
H 1.372 -3.734 -3.149 0.0 0.0 0.0 0.23
H -0.221 -5.598 -2.768 0.0 0.0 0.0 0.21
H -1.678 -5.532 -0.723 0.0 0.0 0.0 0.21
H -1.502 -3.566 0.779 0.0 0.0 0.0 0.18
C -0.823 1.596 -3.024 0.0 0.0 0.0 -0.41
N -1.352 0.277 -2.839 0.0 0.0 0.0 -0.45
C -1.915 -0.204 -1.635 0.0 0.0 0.2 0.16
Se -2.970 0.865 -0.396 0.1 -0.1 0.0 -0.40
N -2.394 -1.477 -2.009 0.1 -0.1 0.0 -0.62
C -2.102 -1.784 -3.314 0.0 0.0 -0.1 0.13
C -2.343 -2.895 -4.092 0.0 0.0 0.0 -0.26
C -1.862 -2.888 -5.407 0.0 0.0 0.0 -0.24
C -1.171 -1.800 -5.911 0.0 0.0 0.0 -0.24
C -0.940 -0.663 -5.128 0.0 0.0 0.0 -0.28
C -1.416 -0.669 -3.833 -0.1 0.0 0.0 0.20
H -1.023 2.171 -2.125 0.0 0.0 0.0 0.24
H -1.312 2.084 -3.872 0.0 0.0 0.0 0.19
H 0.255 1.572 -3.206 0.0 0.0 0.0 0.20
H -2.960 -2.011 -1.380 0.0 0.0 0.0 0.42
H -2.872 -3.751 -3.694 0.0 0.0 0.0 0.21
H -2.029 -3.754 -6.035 0.0 0.0 0.0 0.20
H -0.798 -1.826 -6.927 0.0 0.0 0.0 0.21
H -0.397 0.186 -5.521 0.0 0.0 0.0 0.21
N 1.131 -2.041 6.783 0.0 -0.1 0.0 -0.82
C 1.520 -0.920 6.117 -0.2 0.2 0.1 0.66
O 2.259 -0.097 6.621 0.1 -0.1 -0.1 -0.60
C 0.927 -0.714 4.751 0.1 0.0 -0.1 -0.12
C 1.463 0.288 3.956 0.0 -0.1 0.0 -0.20
C 0.945 0.486 2.686 0.0 0.0 0.0 0.05
N -0.060 -0.235 2.194 0.1 -0.1 -0.1 -0.43
C -0.586 -1.187 2.963 0.0 0.1 0.0 0.05
C -0.127 -1.464 4.239 0.0 0.0 0.0 -0.24
H 1.575 -2.221 7.667 0.0 0.0 0.0 0.40
H 0.657 -2.794 6.321 0.0 0.0 0.0 0.39
H 2.279 0.890 4.328 0.0 0.0 0.0 0.24
H 1.344 1.242 2.024 0.0 0.0 0.0 0.22
H -1.414 -1.734 2.532 0.0 0.0 0.0 0.21
H -0.623 -2.241 4.805 0.0 0.0 0.0 0.20
```
Positions in Å, forces in eV/Å.

E_tot	-116903.204	eV
frontier orbital gap	5.75	eV
F_max	0.54	eV/Å
net charge	-1
multiplicity	1



Entry 2:
DFT (ωB97M-V/def2-TZVPD) results for a molecular structure, C30H24NP2S3Ti in a non-equilibrium geometry.

The geometry in XYZ format:
```
61
Properties=species:S:1:pos:R:3:forces:R:3:nbo_charge:R:1
Ti 2.002 -0.979 -0.087 -0.2 1.4 0.1 0.88
S 2.811 0.651 1.307 -0.2 0.0 0.0 -0.27
P 0.968 1.367 0.613 0.2 0.1 -0.1 1.45
C 0.467 0.206 -0.551 0.4 -0.5 0.2 -1.29
P -0.731 -0.972 -0.168 -0.2 -0.2 -0.1 1.45
S 0.242 -2.268 1.074 0.0 -0.1 -0.1 -0.42
C -2.256 -0.324 0.507 -0.1 0.0 0.2 -0.46
C -2.919 0.677 -0.204 0.0 0.0 -0.1 -0.18
C -4.136 1.150 0.251 0.0 0.0 0.1 -0.21
C -4.687 0.635 1.420 0.0 0.0 0.0 -0.18
C -4.024 -0.352 2.132 0.0 0.0 -0.1 -0.21
C -2.805 -0.836 1.674 0.0 0.0 0.1 -0.11
C -1.153 -1.853 -1.677 0.0 0.0 -0.2 -0.33
C -0.112 -2.289 -2.497 0.1 0.1 0.1 -0.18
C -0.378 -2.998 -3.651 -0.1 0.0 0.0 -0.19
C -1.698 -3.279 -3.995 0.0 0.0 0.0 -0.18
C -2.736 -2.855 -3.184 0.0 0.0 0.0 -0.19
C -2.468 -2.141 -2.022 0.0 0.0 0.0 -0.20
C 1.238 2.958 -0.147 0.1 0.2 0.1 -0.36
C 1.004 3.142 -1.503 0.0 0.0 -0.1 -0.18
C 1.221 4.389 -2.074 0.0 0.0 0.0 -0.21
C 1.673 5.439 -1.290 0.0 0.0 0.0 -0.17
C 1.912 5.254 0.069 0.0 0.0 -0.1 -0.19
C 1.695 4.015 0.643 0.0 0.0 0.0 -0.20
C -0.114 1.608 2.020 -0.1 0.1 0.1 -0.44
C -1.166 2.517 1.896 -0.1 0.0 0.0 -0.19
C -2.068 2.672 2.934 0.0 -0.1 0.1 -0.15
C -1.919 1.930 4.100 0.0 0.0 -0.1 -0.19
C -0.871 1.031 4.226 0.0 0.0 0.0 -0.20
C 0.031 0.866 3.187 0.1 -0.1 0.0 -0.17
H -2.493 1.084 -1.114 0.0 0.0 0.0 0.23
H -4.656 1.920 -0.302 0.0 0.0 0.0 0.23
H -5.639 1.008 1.773 0.0 0.0 0.0 0.23
H -4.456 -0.747 3.040 0.0 0.0 0.0 0.23
H -2.284 -1.604 2.232 0.0 0.0 0.0 0.23
H 0.927 -2.075 -2.240 -0.1 0.0 -0.1 0.20
H 0.431 -3.330 -4.287 0.0 0.0 0.0 0.23
H -1.915 -3.832 -4.899 0.0 0.0 0.0 0.23
H -3.759 -3.078 -3.452 0.0 0.0 0.0 0.23
H -3.285 -1.814 -1.392 0.0 0.0 0.0 0.23
H 0.659 2.311 -2.107 0.0 0.0 0.0 0.24
H 1.040 4.539 -3.129 0.0 0.0 0.0 0.23
H 1.847 6.408 -1.737 0.0 0.0 0.0 0.23
H 2.267 6.075 0.675 0.0 0.0 0.0 0.23
H 1.879 3.875 1.702 0.0 0.0 0.0 0.23
H -1.287 3.107 0.996 0.1 0.0 0.0 0.23
H -2.883 3.376 2.836 0.0 0.0 0.0 0.22
H -2.619 2.060 4.914 0.0 0.0 0.0 0.23
H -0.751 0.461 5.138 0.0 0.0 0.0 0.23
H 0.849 0.163 3.287 0.0 0.0 0.0 0.24
S 3.546 -0.750 -1.892 0.0 -0.2 0.1 -0.04
C 3.985 -2.295 -1.185 0.0 -0.3 -0.1 0.10
C 5.160 -3.021 -1.379 0.0 0.2 -0.1 -0.25
C 5.278 -4.250 -0.769 0.0 -0.1 0.1 -0.10
C 4.252 -4.749 0.039 0.0 0.0 0.0 -0.26
C 3.133 -3.975 0.217 0.0 0.1 -0.1 0.09
N 3.016 -2.779 -0.386 0.1 -0.4 0.1 -0.56
H 5.939 -2.620 -2.010 0.0 0.0 0.0 0.25
H 6.175 -4.836 -0.919 0.0 0.0 0.0 0.24
H 4.327 -5.714 0.516 0.0 0.0 0.0 0.24
H 2.295 -4.279 0.830 0.0 0.0 0.0 0.23
```
Positions in Å, forces in eV/Å.

E_tot	-107186.496	eV
frontier orbital gap	7.91	eV
F_max	1.40	eV/Å
net charge	+1
multiplicity	1



Entry 3:
DFT (ωB97M-V/def2-TZVPD) results for a molecular structure, C30H25AsGeN2OsS2 in a non-equilibrium geometry.

The geometry in XYZ format:
```
62
Properties=species:S:1:pos:R:3:forces:R:3:nbo_charge:R:1
Os -0.608 -0.919 0.913 0.2 0.3 -0.6 0.34
S -1.148 -1.903 -1.060 0.5 0.3 -0.2 -0.04
C 0.305 -2.810 -1.514 -0.2 -0.1 0.3 -0.08
C 0.528 -3.179 -2.829 0.0 -0.1 -0.1 -0.21
C 1.712 -3.812 -3.187 0.0 0.0 0.0 -0.15
C 1.958 -4.108 -4.571 0.0 0.0 0.2 0.29
N 2.154 -4.328 -5.680 0.0 0.0 -0.2 -0.30
C 2.669 -4.105 -2.204 0.0 0.0 0.1 -0.15
C 2.429 -3.754 -0.880 0.0 -0.1 -0.1 -0.17
C 1.263 -3.090 -0.533 -0.3 0.1 0.2 -0.21
S 0.992 -2.531 1.117 0.5 0.4 -0.3 -0.01
C 3.919 -4.726 -2.546 -0.2 0.1 -0.1 0.27
N 4.921 -5.215 -2.820 0.2 -0.1 0.0 -0.30
H -0.206 -2.950 -3.590 0.0 0.0 0.0 0.23
H 3.175 -3.970 -0.127 0.0 0.0 0.0 0.23
C -3.832 -3.466 1.332 0.0 -0.1 -0.1 -1.08
Ge -3.707 -1.605 1.873 0.1 0.2 0.0 1.55
C -4.383 -0.402 0.497 0.0 0.0 -0.1 -1.09
C -4.692 -1.319 3.531 0.0 0.0 0.0 -1.08
C -1.790 -1.243 2.218 -0.5 -0.3 1.1 -0.70
H -4.870 -3.712 1.110 0.0 0.0 0.0 0.23
H -3.483 -4.118 2.131 0.0 0.0 0.0 0.24
H -3.224 -3.648 0.446 0.0 0.0 0.0 0.25
H -5.414 -0.650 0.245 0.0 0.0 0.0 0.23
H -3.785 -0.463 -0.413 0.0 0.0 0.0 0.24
H -4.359 0.626 0.861 0.0 0.0 0.0 0.22
H -5.742 -1.559 3.365 0.0 0.0 0.0 0.23
H -4.625 -0.283 3.859 0.0 0.0 0.0 0.23
H -4.318 -1.959 4.328 0.0 0.0 0.0 0.23
H -1.407 -1.469 3.228 -0.2 -0.1 0.0 0.20
C 1.053 5.544 3.183 0.0 0.0 0.0 -0.19
C 1.651 4.404 3.701 0.0 0.0 0.0 -0.20
C 1.443 3.176 3.094 0.0 0.0 0.0 -0.24
C 0.645 3.101 1.958 0.0 -0.1 0.2 -0.22
C 0.039 4.235 1.438 0.0 0.1 0.0 -0.24
C 0.249 5.460 2.059 0.0 0.0 0.0 -0.20
As 0.444 1.394 1.092 -0.2 -0.8 -0.8 0.99
C 2.105 1.040 0.167 0.2 0.2 0.2 -0.34
C 3.303 0.630 0.728 0.0 0.0 0.0 -0.19
C 4.387 0.389 -0.104 0.0 0.0 0.0 -0.20
C 4.262 0.553 -1.478 0.0 0.0 0.0 -0.19
C 3.058 0.948 -2.037 0.0 0.0 0.0 -0.21
C 1.963 1.189 -1.215 0.0 0.0 0.0 0.00
C 0.608 1.551 -1.671 -0.1 0.0 0.0 0.03
C 0.189 1.636 -2.993 0.0 0.0 0.0 -0.21
C -1.138 1.921 -3.277 0.0 0.0 0.0 -0.19
C -2.061 2.116 -2.257 0.0 0.0 0.1 -0.21
C -1.659 2.019 -0.933 0.0 0.0 0.0 -0.22
C -0.328 1.744 -0.651 0.0 0.4 0.1 -0.35
H 1.214 6.501 3.661 0.0 0.0 0.0 0.22
H 2.278 4.469 4.579 0.0 0.0 0.0 0.22
H 1.907 2.288 3.507 0.0 0.0 0.0 0.22
H -0.578 4.176 0.552 0.0 0.0 0.0 0.23
H -0.215 6.349 1.655 0.0 0.0 0.0 0.22
H 3.392 0.465 1.795 0.0 0.0 0.0 0.22
H 5.326 0.057 0.316 0.0 0.0 0.0 0.22
H 5.110 0.359 -2.119 0.0 0.0 0.0 0.22
H 2.973 1.052 -3.110 0.0 0.0 0.0 0.22
H 0.885 1.465 -3.802 0.0 0.0 0.0 0.22
H -1.460 1.977 -4.308 0.0 0.0 0.0 0.22
H -3.095 2.325 -2.494 0.0 0.0 0.0 0.22
H -2.383 2.136 -0.135 0.0 0.0 0.0 0.22
```
Positions in Å, forces in eV/Å.

E_tot	-175986.636	eV
frontier orbital gap	6.64	eV
F_max	1.28	eV/Å
net charge	0
multiplicity	1